110
Properties=species:S:1:pos:R:3:forces:R:3 method="wB97M-V/def2-TZVPD" energy_ha=-2532.67900 multiplicity=1 e_lumo_ev=0.02 gap_ev=9.76 charge=0
C -0.310583 -2.570158 8.758612 2.4 0.2 -1.1
C -0.586429 -2.147227 7.301174 -2.0 -0.8 1.1
O 0.464963 -1.930213 6.398908 -0.1 -0.5 0.3
O 0.509875 -1.583154 9.382870 -0.4 0.1 0.3
H 0.348157 -3.434705 8.676607 -0.1 -0.3 0.3
H -1.161124 -2.826895 9.390081 -0.4 0.1 -0.5
H -1.316417 -1.338841 7.342520 0.2 0.7 -0.2
H -1.199569 -2.988180 6.977191 0.2 -0.1 -0.8
H 1.129125 -1.334057 6.752590 -0.1 0.1 0.4
H -0.105181 -0.862145 9.535965 0.3 0.5 0.2
C 3.076291 -8.683055 4.677969 0.1 0.4 1.8
C 1.798260 -8.271555 3.972969 2.1 0.8 0.1
O 1.935076 -6.985428 3.393135 -0.2 0.2 -0.7
O 3.330478 -7.908491 5.862854 0.0 0.7 0.1
H 3.969666 -8.497097 4.081811 -0.3 -0.4 -0.4
H 2.994955 -9.704438 5.049807 0.1 -0.4 -0.7
H 0.985050 -8.262787 4.698727 -0.4 -0.7 -0.4
H 1.859912 -8.942391 3.116060 -1.4 -0.2 0.0
H 2.107730 -6.286246 4.027905 0.0 -0.3 0.4
H 3.057528 -8.378738 6.654047 -0.1 -0.1 -0.2
C -5.047009 -4.983122 -7.347558 2.9 0.3 -0.2
C -4.248961 -6.026774 -8.149083 -0.8 -1.5 1.8
O -5.082058 -6.699985 -9.045346 -0.2 -0.1 -1.3
O -4.793316 -3.768888 -8.080593 -1.8 0.6 0.2
H -4.629766 -4.881795 -6.345687 0.4 0.0 0.2
H -6.073554 -5.249891 -7.096275 -0.2 0.4 -1.2
H -3.905908 -6.825748 -7.491773 0.2 0.0 0.4
H -3.351888 -5.653243 -8.642869 -0.1 0.5 0.1
H -4.903294 -6.315439 -9.906604 -0.4 -0.1 -0.2
H -3.866596 -3.528226 -8.010752 0.0 -0.2 0.3
C 3.185736 5.999876 2.279183 -0.9 0.3 -1.3
C 2.617879 5.720097 3.605707 0.3 -0.7 1.4
O 2.715110 4.363974 3.911327 0.5 -1.8 0.6
O 2.208194 5.634195 1.297635 -0.5 0.6 -0.5
H 4.055438 5.428710 1.954407 0.6 0.3 1.0
H 3.360148 7.075747 2.266273 0.1 0.0 -0.8
H 1.553534 5.923356 3.723823 0.0 1.1 -0.5
H 3.195415 6.224485 4.380398 -0.1 0.2 0.1
H 2.252185 3.845754 3.248942 -0.2 0.0 0.0
H 2.169902 4.676933 1.236250 0.1 0.0 -0.1
C -6.063611 3.403023 -5.401652 0.3 -2.6 -1.6
C -5.489177 4.530057 -4.586798 -1.1 -1.7 0.6
O -6.107342 5.709561 -4.943169 0.6 1.6 -0.5
O -5.471607 3.219079 -6.738958 0.2 0.7 0.9
H -7.130725 3.333938 -5.612836 -0.4 1.4 0.6
H -5.964501 2.441896 -4.897149 0.7 -0.1 0.5
H -4.403215 4.612136 -4.632135 0.1 -0.4 -0.2
H -5.752207 4.308540 -3.552467 0.0 0.0 0.2
H -5.399987 6.068474 -5.483944 -0.7 1.0 -0.4
H -5.622965 2.298525 -6.965393 0.1 0.0 -0.1
C 1.597765 3.842553 -8.316768 -2.4 -0.4 -0.7
C 0.844813 4.381519 -9.506281 0.2 0.3 -1.6
O 1.235816 3.541894 -10.616286 -0.5 -0.3 0.1
O 0.989670 2.580777 -7.930242 0.8 0.6 0.7
H 1.367327 4.531012 -7.503737 0.8 -0.2 0.3
H 2.621677 3.758380 -8.680942 0.2 -0.1 0.8
H 1.018607 5.431441 -9.741966 0.8 0.1 0.2
H -0.241641 4.402662 -9.420901 -0.1 -0.7 0.4
H 1.593724 3.997061 -11.382004 -0.2 0.4 0.3
H 0.619377 2.079579 -8.660516 0.3 0.3 -0.5
C -6.095323 3.997907 2.629412 0.3 1.5 -2.0
C -4.581837 3.642752 2.242930 -2.2 0.8 1.0
O -4.519240 2.271317 1.898055 0.1 0.1 -0.3
O -6.718953 3.048655 3.387537 0.4 -1.1 1.4
H -6.740694 4.069964 1.753961 0.5 0.0 -1.1
H -6.273540 5.000628 3.017856 0.8 0.0 0.7
H -3.976844 3.811455 3.133777 0.2 0.0 -0.2
H -4.289173 4.276872 1.406061 0.2 0.1 0.2
H -4.458249 2.262605 0.940040 -0.1 -0.4 0.0
H -6.318903 2.267612 2.998267 -0.3 -1.0 0.3
C 7.166700 6.754160 -3.763645 0.2 0.8 -0.2
C 6.694463 8.239232 -3.884819 -0.1 -2.6 -0.1
O 7.763233 8.850895 -4.558512 0.0 0.8 -0.3
O 8.093426 6.584860 -2.722868 0.0 -0.6 0.5
H 7.590962 6.508183 -4.737091 0.5 0.4 -0.3
H 6.426376 5.954666 -3.734823 -0.5 0.5 1.0
H 6.502157 8.765546 -2.949871 -0.2 -0.4 0.2
H 5.782825 8.124636 -4.471232 -0.2 0.8 -0.3
H 7.555780 9.788171 -4.566877 0.3 0.2 -0.2
H 8.882580 7.113095 -2.863611 -0.1 0.1 -0.3
C 7.580892 -0.812055 5.668632 0.2 0.3 0.4
C 7.033129 -2.189359 6.091335 -0.3 -0.1 -1.3
O 6.953151 -2.245909 7.519016 -0.1 0.3 -0.9
O 7.595219 -0.558247 4.222083 0.0 -0.8 1.8
H 8.514325 -0.549914 6.166718 0.8 -0.6 -0.6
H 6.962850 -0.116986 6.236977 -0.8 0.2 -0.5
H 7.420613 -3.113867 5.663248 1.6 0.2 0.3
H 6.116926 -2.268457 5.506183 -1.2 0.5 0.8
H 6.343507 -2.951297 7.747852 0.0 0.0 0.1
H 7.222114 0.313004 4.069392 0.0 0.0 0.1
C 0.243658 -1.657752 -1.607706 0.2 -0.1 -2.3
C 1.521072 -0.830498 -1.462734 -0.5 -0.9 0.8
O 1.412957 -0.205638 -0.194520 1.1 0.6 0.0
O -0.721481 -0.911135 -2.370091 0.1 0.2 0.8
H -0.126892 -2.009780 -0.644977 -0.2 0.3 -0.1
H 0.424431 -2.513705 -2.257911 0.4 -0.6 0.4
H 1.746523 -0.072914 -2.213291 -0.9 0.4 -0.1
H 2.372268 -1.484659 -1.651479 0.4 -0.3 1.0
H 1.424326 -0.897169 0.471261 0.0 0.0 0.1
H -0.092355 -0.440182 -2.921461 -0.7 0.5 -0.5
C -5.626311 -5.943543 3.521004 -0.9 -0.7 0.5
C -6.198035 -6.945589 4.542495 0.2 0.7 -0.1
O -5.492320 -6.854935 5.781014 -0.3 -0.2 -0.7
O -5.666758 -4.636777 4.044046 0.1 0.1 0.1
H -6.267210 -6.010889 2.641894 0.1 -0.1 -0.4
H -4.609321 -6.251368 3.277963 0.2 0.0 -0.2
H -6.092407 -7.954180 4.142890 -0.1 -0.1 -0.3
H -7.259335 -6.752664 4.699072 0.1 0.1 0.3
H -4.594962 -6.890801 5.441794 0.5 0.1 0.7
H -5.167073 -4.072270 3.449691 0.0 0.1 0.0

---

103
Properties=species:S:1:pos:R:3:forces:R:3 method="wB97M-V/def2-TZVPD" energy_ha=-5618.94394 multiplicity=5 e_lumo_ev="0.51 / 0.51" s_squared=6.01 gap_ev="9.23 / 8.73" charge=0
Fe -0.057665 -0.115819 -0.143004 0.0 -0.2 0.1
O -1.109315 1.433301 -0.879624 -0.1 0.9 0.1
H -0.987815 2.342951 -1.214734 0.5 -1.0 0.0
Br 1.004985 -2.445479 0.900556 -0.1 0.4 -0.3
C -3.175055 4.393691 2.733226 -0.6 0.3 -1.6
C -2.587735 4.051421 1.306056 0.3 0.6 1.4
O -2.274135 2.709201 1.181946 -0.7 -1.0 1.5
H -4.239205 4.160601 2.696476 0.0 -0.3 0.3
H -3.160915 5.477731 2.846206 0.2 0.1 0.0
H -2.753015 3.958301 3.638996 0.4 -0.3 -0.4
H -1.655165 4.596041 1.158386 0.0 0.6 -0.1
H -3.297905 4.353131 0.536176 -0.2 0.3 0.0
H -1.902075 2.450031 0.335776 0.4 -0.4 -0.9
C 3.068895 1.424921 -0.236154 1.9 -0.6 0.7
C 2.484705 1.680211 1.104396 1.9 0.2 -0.9
O 1.303865 0.997811 1.055106 -2.7 0.4 0.8
H 2.393375 1.574621 -1.078394 0.1 0.3 0.2
H 3.307835 0.366691 -0.130424 0.3 -0.2 -1.0
H 3.989855 2.007901 -0.244554 0.2 -0.1 -0.8
H 2.462055 2.759251 1.256876 -0.9 0.1 0.4
H 3.024655 1.195481 1.917786 0.8 0.4 0.0
H 0.797715 1.539051 1.665406 -1.5 -0.4 0.7
C -0.154535 0.391001 -3.864054 1.4 -1.0 -0.7
C 1.266315 -0.064339 -3.397544 -1.6 2.0 -0.4
O 1.176375 -0.516059 -2.061294 0.3 -0.5 0.1
H -0.758465 -0.514659 -3.808004 -0.4 0.2 0.2
H -0.051925 0.611061 -4.926664 -0.2 0.2 -0.1
H -0.612345 1.242021 -3.359794 0.3 -0.3 0.2
H 1.949245 0.784211 -3.438504 0.2 0.2 0.0
H 1.664385 -0.813689 -4.081744 -0.2 -0.3 0.3
H 1.735985 -1.295939 -2.075874 0.2 -0.7 0.6
C -0.617555 5.241821 -1.985514 -0.3 1.2 -0.5
C -1.741395 5.139461 -3.073194 1.4 -1.8 0.5
O -1.167095 4.867611 -4.363104 -0.4 -0.1 0.2
H 0.023175 4.360101 -1.996604 -0.2 -0.1 -0.2
H -0.973255 5.403901 -0.968014 -0.4 -0.2 0.0
H 0.044355 6.093381 -2.143074 0.1 0.1 -0.3
H -2.583435 5.831091 -3.099954 0.5 0.6 0.1
H -2.169465 4.172101 -2.810394 -0.5 -0.1 -0.3
H -0.783855 5.627801 -4.806774 -0.1 0.3 0.4
C 0.916975 4.034951 4.989846 -0.6 0.1 -1.0
C 0.241875 2.787511 4.392756 0.0 -1.0 0.6
O 0.187805 2.735441 2.966416 0.4 0.6 0.3
H 0.358515 4.880541 4.588356 0.0 0.3 0.0
H 1.940565 4.175361 4.642496 0.0 -0.3 0.0
H 0.884625 4.149651 6.073306 -0.1 -0.5 0.0
H -0.776355 2.614991 4.741416 -0.3 0.7 0.3
H 0.680175 1.837021 4.696996 0.7 0.2 0.0
H -0.535185 3.310091 2.704346 -0.2 -0.1 -0.4
C 1.413315 -5.383139 4.302186 -0.3 0.9 0.2
C 0.363555 -4.254919 4.272256 1.7 -0.2 1.6
O -0.517025 -4.380799 3.247146 -1.3 -0.4 -0.9
H 2.137385 -5.017089 5.030086 0.4 -0.6 0.1
H 1.892215 -5.471059 3.326986 0.1 0.1 -0.1
H 1.005625 -6.363669 4.548056 0.0 0.1 0.2
H 0.896395 -3.306339 4.206116 0.4 0.3 -0.2
H -0.111895 -4.165049 5.248966 -0.6 -0.4 -0.1
H 0.053265 -4.266839 2.483356 -0.3 0.2 -0.8
C 4.494965 -5.462999 0.077736 -0.9 -0.1 -0.2
C 5.087185 -4.140349 0.422916 1.4 -0.5 0.7
O 4.283735 -3.047369 0.136696 -0.4 0.4 -0.9
H 4.094255 -5.433949 -0.935514 0.0 -0.2 -0.1
H 3.652335 -5.599939 0.755456 -0.1 -0.5 0.0
H 5.220275 -6.272169 0.163066 -0.1 0.0 0.1
H 6.045435 -4.067389 -0.091414 0.0 0.5 0.0
H 5.266635 -4.127599 1.497976 0.5 -0.1 0.2
H 3.442615 -3.240859 0.557026 -0.7 0.5 0.2
C -5.166915 2.237181 -3.010904 1.0 -0.5 0.7
C -4.196805 1.872081 -1.835984 -0.8 -1.2 -1.1
O -3.300925 0.817211 -2.253264 -1.2 0.6 -0.6
H -5.682635 1.378341 -3.440464 0.0 -0.2 0.4
H -4.554695 2.611431 -3.831414 -0.1 0.4 0.1
H -5.915095 2.954371 -2.673314 0.1 0.1 -0.1
H -4.719755 1.456991 -0.974414 -0.4 0.5 0.2
H -3.657845 2.771681 -1.538764 0.2 0.0 0.1
H -2.523325 0.939421 -1.703714 1.1 0.5 0.5
C -2.138405 -1.633789 3.234246 -1.1 0.1 0.5
C -1.351985 -0.376539 3.152106 0.9 1.0 -0.5
O -1.290125 0.124751 1.807616 0.7 -0.7 -0.8
H -1.828035 -2.346149 2.469836 0.1 0.1 0.2
H -3.201505 -1.409859 3.146106 -0.2 -0.2 -0.3
H -2.010435 -2.068269 4.225676 0.1 -0.2 -0.1
H -0.352885 -0.592909 3.530386 0.4 0.1 -0.5
H -1.657735 0.526291 3.680796 -0.6 -0.5 0.8
H -1.898815 0.857231 1.686926 -0.2 0.3 0.1
C 3.245575 -3.537459 -4.877224 -0.6 -0.4 -1.5
C 3.797585 -3.546009 -3.487154 -0.2 0.7 0.4
O 2.795935 -2.953489 -2.665634 -0.5 0.0 0.2
H 2.343825 -4.140769 -4.981974 0.0 -0.3 0.5
H 3.891045 -3.927999 -5.663954 0.5 0.0 0.3
H 2.881745 -2.584589 -5.261644 0.4 0.5 0.5
H 4.689735 -2.936489 -3.343454 0.3 -0.1 -0.5
H 4.023175 -4.552399 -3.134494 0.0 -0.2 -0.1
H 3.044495 -3.110199 -1.751704 0.1 0.1 0.5
C -2.294115 -3.172099 -2.150224 0.9 -0.6 0.0
C -2.385085 -2.431619 -0.828824 -2.0 -1.6 -0.2
O -1.729405 -1.246589 -0.977084 1.6 1.9 0.2
H -2.885815 -2.736419 -2.955314 -0.7 -0.2 0.3
H -2.404465 -4.246389 -2.002494 -0.5 0.0 -0.4
H -1.289185 -3.041969 -2.551814 0.4 -0.1 0.3
H -2.098735 -3.021049 0.042196 0.7 0.2 -0.2
H -3.412285 -2.123019 -0.634594 -0.5 -0.6 0.1
H -2.269865 -0.806879 -1.637514 0.1 0.8 -0.2